1.
C2H2ClNO | the ωB97M-V functional and the def2-TZVPD basis

CARTESIAN COORDINATES (ANGSTROEM)
C 0.8192 2.0767 -1.5074
C 0.1189 1.0733 -1.2531
N -0.6170 0.0933 -1.1395
O -1.7917 -0.1182 -1.1135
H 1.7320 2.4028 -1.9100
Cl 0.4638 -2.6298 3.6941
H -0.7251 -2.8981 3.2294

As for the structure (SMILES): C#CN=O.Cl. Its energy relative to the best compared isomer or geometry (same formula, charge and spin) is 111.49 kcal/mol.

In elementary charge units, the Mulliken charges are: -0.668 0.607 0.109 -0.357 0.310 -0.250 0.250

=====

2.
C2H2ClNO2 | the ωB97M-V functional and the def2-TZVPD basis

CARTESIAN COORDINATES (ANGSTROEM)
C -0.1297 -0.0578 0.1647
C -0.8363 0.5645 1.0807
N -1.4244 1.7791 1.0458
O -2.2622 2.1592 0.1756
O -1.6837 -0.8282 3.1891
Cl -0.5966 0.1664 2.9291
H 0.5542 -0.9509 0.3473
H -0.0561 0.1904 -0.9943

Its energy relative to the best compared isomer or geometry (same formula, charge and spin) is 185.90 kcal/mol.

In elementary charge units, the Mulliken charges are: -0.509 0.511 -0.070 -0.260 -0.504 0.334 0.259 0.239

=====

3.
C2H2ClNO2 | the ωB97M-V functional and the def2-TZVPD basis

CARTESIAN COORDINATES (ANGSTROEM)
C -0.9220 -0.6396 -0.5223
C -0.1805 0.0887 0.3639
Cl -0.7434 0.3959 1.9331
N 1.1187 0.5548 0.0352
O 1.6039 0.3941 -1.0494
O 1.7451 1.1013 1.1408
H -1.9647 -1.0677 -0.3731
H -0.6572 -0.8275 -1.5284

As for the structure (SMILES): C=C(Cl)[N+](=O)[O-]. Its energy relative to the best compared isomer or geometry (same formula, charge and spin) is 102.58 kcal/mol.

In elementary charge units, the Mulliken charges are: -0.636 0.364 -0.095 0.822 -0.503 -0.504 0.250 0.302

=====

Computed F_max, in the same sequence as the records: 5.6 5.5 6.6 eV Å⁻¹.